# 1
DFT (ωB97M-V with the def2-TZVPD basis set) results for a structure of composition C47H58Br4FN6O5P4SiY.

Geometry as ORCA input:
```
! RIJCOSX wB97M-V def2-TZVPD def2/J DEFGRID3
* xyz 0 1
Y -0.96466 0.04241 -0.17689
C -1.19531 3.17506 -3.39564
N -0.07209 3.39926 -2.47565
C -0.17338 4.57182 -1.60135
P 1.03250 2.26139 -2.14793
O 0.91052 1.39645 -0.94205
O 0.95783 1.34718 -3.48463
P 0.14480 -0.04940 -3.69236
O -0.60758 -0.38017 -2.46450
N -0.80371 0.16807 -4.98715
C -2.25646 0.00204 -4.88794
C -0.33632 0.83747 -6.18984
N 1.31353 -1.13763 -4.03676
C 1.67445 -1.57950 -5.37140
C 2.34786 -1.30774 -3.02243
N 2.47972 3.01386 -2.12788
C 3.56586 2.56405 -1.26798
C 2.88606 3.86255 -3.23745
H -1.85757 4.03642 -3.33260
H -1.77902 2.29281 -3.12567
H -0.84000 3.09008 -4.42535
H -0.10613 5.48448 -2.19898
H 0.63907 4.57302 -0.87559
H -1.11847 4.56416 -1.05957
H -2.53211 -0.33922 -3.89341
H -2.59922 -0.71814 -5.63330
H -2.74894 0.96183 -5.06135
H 0.73155 1.04528 -6.13357
H -0.85981 1.78861 -6.31980
H -0.52353 0.21964 -7.07151
H 0.80117 -1.58246 -6.01851
H 2.04838 -2.60289 -5.31294
H 2.45488 -0.95475 -5.82080
H 1.95573 -1.03846 -2.04119
H 3.22896 -0.69146 -3.23668
H 2.65108 -2.35513 -2.98203
H 3.16414 2.10279 -0.36970
H 4.15969 3.42993 -0.96887
H 4.22579 1.85721 -1.78569
H 2.01143 4.20081 -3.78993
H 3.55102 3.32779 -3.92345
H 3.41461 4.73841 -2.85633
Br -5.76810 5.22518 -1.69267
C -4.39150 4.23983 -0.85875
C -3.73407 4.73995 0.25370
Br -4.18004 6.43364 0.95487
C -2.71334 3.98598 0.85248
Br -1.75837 4.62701 2.35422
C -2.33650 2.74312 0.35307
O -1.37201 1.99682 0.83554
C -3.01584 2.23055 -0.78882
O -2.60567 1.07100 -1.24153
C -4.03466 2.97964 -1.36210
Br -4.87295 2.22713 -2.88154
N 1.28106 -1.18099 2.69003
P 1.74450 -1.79924 1.17517
C 3.56260 -1.67422 1.19574
C 4.14598 -0.70144 0.39149
C 5.51440 -0.46716 0.44210
C 6.30875 -1.20848 1.30230
C 5.73686 -2.18839 2.10764
C 4.37251 -2.42206 2.05139
C 1.43035 -3.57921 1.35080
C 0.23207 -3.98040 1.94203
C -0.13912 -5.31629 1.93896
C 0.67768 -6.26331 1.33914
C 1.86528 -5.87034 0.73765
C 2.23830 -4.53366 0.73723
P 0.47238 0.30336 2.53118
C -0.31667 0.49152 4.15371
C -0.58682 1.76137 4.65870
C -1.31944 1.90453 5.82636
C -1.78254 0.78332 6.50154
C -1.51479 -0.48357 6.00417
C -0.79147 -0.63015 4.82939
C 1.77832 1.58193 2.53659
C 3.03811 1.34929 3.08541
C 4.02160 2.32605 3.02903
C 3.74767 3.55073 2.43189
C 2.49720 3.78645 1.87963
C 1.51909 2.80129 1.91431
H 1.78418 -1.43004 3.53467
H 3.51366 -0.10899 -0.25926
H 5.95868 0.29789 -0.18284
H 7.37487 -1.02660 1.34817
H 6.35785 -2.76980 2.77707
H 3.93406 -3.19573 2.67257
H -0.42936 -3.23734 2.37276
H -1.08016 -5.61182 2.38482
H 0.38290 -7.30463 1.32820
H 2.50312 -6.60651 0.26473
H 3.16608 -4.23671 0.26078
H -0.23998 2.64069 4.13135
H -1.53377 2.89516 6.20591
H -2.35655 0.89754 7.41202
H -1.88000 -1.36066 6.52309
H -0.60544 -1.62097 4.43231
H 3.26748 0.39712 3.54944
H 4.99864 2.13189 3.45316
H 4.51206 4.31728 2.39680
H 2.27824 4.74042 1.41379
H 0.55139 2.96506 1.45806
C -3.57164 0.47371 2.38988
Si -3.73850 -1.22658 1.63921
C -5.34039 -1.17155 0.66588
C -3.85501 -2.39448 3.11390
N -2.37541 -1.63810 0.62885
C -2.35340 -2.90527 0.07228
C -3.34073 -3.90760 0.19586
C -3.21704 -5.15950 -0.39009
C -2.10659 -5.49929 -1.14837
C -1.11116 -4.54452 -1.31282
C -1.27308 -3.32231 -0.71685
F -0.26421 -2.39949 -0.87998
H -4.29979 0.51233 3.20713
H -3.83023 1.27002 1.69130
H -2.59352 0.69890 2.81344
H -6.14823 -0.79106 1.29730
H -5.66137 -2.12394 0.24545
H -5.20806 -0.47033 -0.16353
H -4.80510 -2.24521 3.63493
H -3.05644 -2.14307 3.81737
H -3.76509 -3.45321 2.86982
H -4.23113 -3.69985 0.76915
H -4.01452 -5.87879 -0.24899
H -2.01385 -6.47638 -1.60188
H -0.21059 -4.73638 -1.88227
*
```

Summary:
E_tot: -14620.19356 a.u.
frontier orbital gap: 6.938 eV

Here are the Mulliken charges for atoms 1 to 2, given in e: Y -0.231; C -0.681

# 2
DFT (ωB97M-V with the def2-TZVPD basis set) results for a cluster of 6 separate species, C47H58I2N6O16S in total in a non-equilibrium geometry.

Geometry as ORCA input:
```
! RIJCOSX wB97M-V def2-TZVPD def2/J DEFGRID3
* xyz 0 1
C 4.71873 -3.18137 1.74629
C 5.31753 -3.12619 0.33350
O 4.37759 -2.74231 -0.65694
C 3.95354 -1.39262 -0.58165
C 4.31921 -0.61828 -1.86082
O 3.17713 -0.49819 -2.69700
C 2.90434 0.78843 -3.19646
C 2.54098 1.84543 -2.10934
O 2.09686 1.26503 -0.89627
C 0.75060 1.56420 -0.56886
C 0.35283 0.73624 0.66412
C 0.21971 1.56759 1.94648
C 1.30253 2.58385 2.29779
C 1.40321 3.82071 1.38629
C 2.55276 3.80644 0.34966
N 2.18479 4.62753 -0.80601
C -0.11578 0.50050 3.03359
I 0.45049 0.74899 5.07046
O -1.54413 0.34957 3.01301
S -2.05619 -0.53481 1.76519
O -1.84764 -1.93237 2.10044
O -3.38371 -0.01262 1.49310
C -0.96568 -0.04160 0.37550
C -0.73129 -1.28136 -0.52424
C 0.27043 -2.32651 0.01053
C 1.27835 -2.77014 -1.04121
I 0.39453 -3.97773 -2.57894
H 3.70552 -3.60537 1.70705
H 5.33662 -3.82766 2.39038
H 4.67315 -2.19262 2.22821
H 6.18747 -2.43998 0.31064
H 5.67374 -4.12021 0.02674
H 4.37629 -0.89473 0.30914
H 2.85406 -1.37062 -0.48507
H 5.08965 -1.19310 -2.40403
H 4.73186 0.37569 -1.62758
H 3.76477 1.17960 -3.77669
H 2.07096 0.64432 -3.90146
H 1.75957 2.51450 -2.51462
H 3.42318 2.47431 -1.88100
H 0.09964 1.32981 -1.43353
H 0.63663 2.64468 -0.37114
H 1.16101 -0.00736 0.79144
H -0.72665 2.13769 1.85734
H 2.28816 2.09680 2.41793
H 1.02389 2.95343 3.29605
H 0.44418 4.02978 0.87859
H 1.55522 4.68516 2.05509
H 3.44397 4.26728 0.80870
H 2.82654 2.76132 0.09066
H 2.84572 4.53771 -1.56755
H 1.26460 4.38061 -1.15301
H 0.32539 -0.47906 2.78360
H -1.63553 0.65696 -0.15590
H -0.37473 -0.89344 -1.49387
H -1.70036 -1.76459 -0.72909
H -0.27422 -3.19303 0.40949
H 0.85045 -1.92202 0.85934
H 2.08185 -3.38586 -0.62174
H 1.71128 -1.92441 -1.58629
O 3.28956 -5.65321 -0.65697
N 4.49697 -5.76273 -0.70154
O 5.14084 -6.54876 -0.04079
C 5.23232 -4.86925 -1.61425
C 4.51416 -3.95889 -2.36592
C 5.20862 -3.09365 -3.19764
C 6.59330 -3.16059 -3.26976
C 7.29277 -4.09136 -2.50992
C 6.61269 -4.95840 -1.66895
H 3.43708 -3.93148 -2.30282
H 4.65841 -2.37575 -3.79142
H 7.13215 -2.48784 -3.92442
H 8.37158 -4.14410 -2.57173
H 7.13176 -5.68737 -1.06453
O -2.44552 2.84131 -0.31042
N -1.99171 3.93758 -0.56966
O -1.07675 4.12168 -1.34703
C -2.56380 5.09600 0.12895
C -3.57622 4.87504 1.04820
C -4.10066 5.96890 1.71886
C -3.61146 7.24403 1.46321
C -2.59595 7.43733 0.53486
C -2.05896 6.35544 -0.14528
H -3.93678 3.87252 1.22785
H -4.89123 5.82304 2.44279
H -4.02331 8.09305 1.99300
H -2.21796 8.43181 0.34026
H -1.26691 6.47800 -0.86907
O -7.19504 2.71510 3.70426
N -8.17995 2.02748 3.51307
O -9.31692 2.36009 3.75740
C -7.93913 0.70306 2.91788
C -6.62582 0.30428 2.76216
C -6.36423 -0.92804 2.19245
C -7.41557 -1.73598 1.77784
C -8.73221 -1.32080 1.95751
C -9.00843 -0.09094 2.54021
H -5.81768 0.94625 3.07952
H -5.33580 -1.23161 2.06386
H -7.20981 -2.69587 1.32200
H -9.55001 -1.95455 1.64108
H -10.02113 0.25571 2.68526
O -0.60745 5.23246 5.02388
N -1.01395 4.73562 6.05346
O -0.42313 4.76760 7.11107
C -2.31287 4.04073 6.01316
C -2.98818 3.96740 4.80781
C -4.20074 3.29669 4.76803
C -4.71628 2.72276 5.92294
C -4.02224 2.81523 7.12301
C -2.80535 3.47822 7.17776
H -2.56163 4.41889 3.92398
H -4.74992 3.22552 3.83929
H -5.66609 2.20586 5.88133
H -4.42741 2.36879 8.02134
H -2.24447 3.56059 8.09687
O 3.29917 -5.13311 -8.49183
N 2.77135 -5.33038 -7.41821
O 3.34529 -5.29984 -6.35183
C 1.32584 -5.62533 -7.41097
C 0.65314 -5.68480 -8.61894
C -0.70594 -5.95862 -8.60182
C -1.36248 -6.16351 -7.39457
C -0.66427 -6.09687 -6.19562
C 0.69625 -5.82850 -6.19624
H 1.18694 -5.51815 -9.54273
H -1.25206 -6.01086 -9.53423
H -2.42355 -6.37703 -7.38853
H -1.17665 -6.25578 -5.25582
H 1.26000 -5.77244 -5.27591
*
```

Summary:
E_tot: -4351.11469 a.u.
structure (SMILES): CCOCCOCCOC[C@H]1[C@H](CCCN)[C@@H](I)OS(=O)(=O)[C@@H]1CCCI.O=[N+]([O-])c1ccccc1.O=[N+]([O-])c1ccccc1.O=[N+]([O-])c1ccccc1.O=[N+]([O-])c1ccccc1.O=[N+]([O-])c1ccccc1
frontier orbital gap: 7.734 eV

Here are the Mulliken charges for atoms 1 to 2, given in e: C -1.400; C 0.026

> What is the formula in the second record?

C47H58I2N6O16S

> Number 2 is which compound?

C47H58I2N6O16S

> Among the records above, which one has the highest E_tot?

C47H58I2N6O16S

> Among the records above, which one has the highest frontier orbital gap?

C47H58I2N6O16S